Computed, not measured: a structure of composition C22H18BrCoN2O2S2SbSe4 at a distorted geometry, with wB97M-V/def2-TZVPD.

```
! wB97M-V def2-TZVPD RIJCOSX def2/J DEFGRID3
* xyz -1 3
Co 0.579 -0.315 0.214
O -0.265 -0.667 -1.439
N -0.670 -1.893 -1.722
C -1.683 -2.037 -2.594
C -2.136 -3.284 -2.927
C -1.531 -4.401 -2.347
C -0.506 -4.228 -1.448
C -0.072 -2.943 -1.106
S 1.143 -2.599 0.043
H -2.093 -1.113 -2.975
H -2.964 -3.377 -3.613
H -1.882 -5.395 -2.587
H -0.029 -5.063 -0.957
Se -3.970 -1.450 4.022
Sb -3.559 0.080 2.168
Se -5.209 -0.124 0.374
Se -3.565 2.420 2.891
Se -1.231 -0.447 1.240
Br 1.955 3.660 3.879
C 2.137 1.860 3.330
C 2.963 0.993 4.021
C 3.046 -0.304 3.541
C 2.356 -0.660 2.402
N 1.559 0.185 1.731
C 1.432 1.426 2.227
H 3.502 1.314 4.900
H 3.649 -1.042 4.050
H 2.416 -1.668 2.019
H 0.741 2.093 1.743
O 0.295 1.739 -0.484
S -1.177 2.096 -0.375
C -1.202 3.893 -0.367
C -2.233 4.526 0.309
C -2.248 5.914 0.347
C -1.242 6.641 -0.272
C -0.210 5.989 -0.938
C -0.186 4.605 -0.983
C -1.888 1.896 -2.013
C -1.069 1.912 -3.130
C -1.639 1.733 -4.379
C -3.011 1.524 -4.493
C -3.813 1.496 -3.362
C -3.252 1.687 -2.105
H -2.997 3.945 0.822
H -3.043 6.418 0.879
H -1.248 7.723 -0.219
H 0.581 6.552 -1.416
H 0.619 4.072 -1.473
H -0.001 2.037 -3.011
H -1.014 1.743 -5.263
H -3.452 1.377 -5.472
H -4.875 1.304 -3.442
H -3.877 1.648 -1.216
*
```

Energy above the lowest of the compared OMol25 structures with the same formula, charge and spin (kcal/mol): 30.0
Expectation value of S²: 2.053
Frontier orbital gap (spin up / spin down) (eV): 5.3883 / 4.4908
E_LUMO (spin up / spin down) (eV): 1.7247 / 0.8553

=====

Computed, not measured: a structure of composition C22H18BrF6NO4PtS2, with wB97M-V/def2-TZVPD.

```
! wB97M-V def2-TZVPD RIJCOSX def2/J DEFGRID3
* xyz -2 1
Pt -0.056 -0.710 -0.114
Br -3.072 -2.067 -0.283
C -3.657 -0.543 0.706
C -5.014 -0.476 0.875
C -5.589 0.567 1.623
C -4.777 1.499 2.194
C -3.371 1.447 2.032
C -2.574 2.427 2.667
C -1.219 2.405 2.510
C -0.620 1.435 1.688
C -1.324 0.426 1.043
C -2.748 0.422 1.245
H -5.639 -1.243 0.440
H -6.665 0.610 1.746
H -5.191 2.305 2.793
H -3.065 3.182 3.272
H -0.594 3.141 3.004
H 0.454 1.486 1.561
F 0.168 1.078 5.354
C 1.234 0.420 5.796
F 0.854 -0.322 6.853
F 2.126 1.318 6.239
S 1.972 -0.690 4.510
O 3.141 -1.232 5.141
O 0.900 -1.575 4.176
N 2.233 0.376 3.382
S 3.575 0.660 2.643
O 3.348 1.532 1.530
O 4.442 -0.471 2.503
C 4.509 1.785 3.792
F 3.778 2.857 4.128
F 4.896 1.183 4.920
F 5.619 2.233 3.175
C 1.281 0.645 -2.884
C 0.269 -0.479 -3.111
C -1.101 0.173 -3.395
C 0.136 -1.346 -1.852
C 0.655 -1.372 -4.287
C -0.225 -2.361 -4.741
C 0.095 -3.189 -5.803
C 1.318 -3.060 -6.452
C 2.207 -2.092 -6.014
C 1.877 -1.262 -4.947
H 0.944 1.234 -2.031
H 1.376 1.297 -3.762
H 2.259 0.246 -2.614
H -1.353 0.822 -2.556
H -1.895 -0.571 -3.479
H -1.072 0.762 -4.319
H -0.394 -2.274 -2.129
H -1.177 -2.487 -4.242
H -0.612 -3.945 -6.125
H 1.574 -3.710 -7.280
H 3.170 -1.980 -6.499
H 2.592 -0.519 -4.622
*
```

Energy above the lowest of the compared OMol25 structures with the same formula, charge and spin (kcal/mol): 12.9
Frontier orbital gap (eV): 5.7137
E_LUMO (eV): 4.4005

=====

Computed, not measured: a structure of composition C22H18ClF5N4O4SSe4TeV at a distorted geometry, with wB97M-V/def2-TZVPD.

```
! wB97M-V def2-TZVPD RIJCOSX def2/J DEFGRID3
* xyz -2 4
V -0.154 -0.950 -0.005
Se -1.903 0.350 0.978
Se -2.440 0.045 3.141
Te 0.988 -2.642 4.216
Se 0.185 -2.153 1.838
O 1.897 1.994 -4.125
C 2.857 1.192 -3.744
O 3.973 1.242 -4.214
C 2.525 0.190 -2.677
C 3.406 -0.696 -2.122
Cl 5.053 -0.967 -2.448
N 2.781 -1.407 -1.160
N 1.510 -1.050 -1.073
C 1.324 -0.076 -1.972
C -0.088 0.380 -2.234
O -0.321 1.247 -3.080
O -0.994 -0.254 -1.594
C 3.301 -2.517 -0.406
C 3.653 -3.670 -1.090
C 4.077 -4.778 -0.374
C 4.126 -4.726 1.014
C 3.768 -3.564 1.684
C 3.360 -2.443 0.968
H 0.990 1.744 -3.716
H 3.581 -3.699 -2.171
H 4.329 -5.689 -0.904
H 4.421 -5.600 1.584
H 3.728 -3.532 2.764
H 3.051 -1.549 1.486
F -3.199 -3.003 -6.095
C -2.666 -2.981 -4.864
C -3.408 -2.522 -3.800
F -4.658 -2.085 -4.025
C -2.867 -2.541 -2.529
F -3.622 -2.087 -1.545
C -1.570 -3.002 -2.280
Se -0.805 -3.054 -0.423
C -0.846 -3.409 -3.390
F 0.430 -3.796 -3.263
C -1.379 -3.415 -4.668
F -0.666 -3.854 -5.723
C 3.070 0.400 4.632
N 2.422 1.120 3.519
C 0.962 1.292 3.691
C 2.948 1.173 2.268
S 1.949 1.438 0.924
N 4.315 1.047 2.127
C 4.949 0.819 0.836
C 5.273 1.401 3.167
H 2.291 -0.079 5.213
H 3.649 1.063 5.282
H 3.700 -0.407 4.256
H 0.753 1.424 4.756
H 0.433 0.417 3.345
H 0.611 2.155 3.137
H 4.193 0.669 0.077
H 5.596 -0.062 0.890
H 5.552 1.685 0.546
H 4.818 2.035 3.919
H 6.085 1.963 2.703
H 5.710 0.525 3.656
*
```

Expectation value of S²: 3.846
Frontier orbital gap (spin up / spin down) (eV): 4.7481 / 4.9665
E_LUMO (spin up / spin down) (eV): 3.8663 / 3.8497

=====

Computed, not measured: a structure of composition C22H18Co2O10 at a distorted geometry, with wB97M-V/def2-TZVPD.

```
! wB97M-V def2-TZVPD RIJCOSX def2/J DEFGRID3
* xyz -2 1
O -0.442 1.144 1.305
C -0.137 0.449 0.417
Co 0.347 -0.313 -1.076
C 1.312 0.888 -1.877
O 1.853 1.730 -2.454
C 1.540 -1.793 -1.202
O 2.258 -2.464 -1.810
C -1.330 0.226 -1.801
C -1.715 1.627 -2.037
C -1.806 2.610 -1.024
C -2.159 3.926 -1.331
C -2.483 4.288 -2.645
C -2.500 3.299 -3.636
C -2.137 1.978 -3.336
C -1.429 -0.894 -2.672
C -1.133 -1.262 -3.926
Co -1.901 -1.317 -1.042
C -2.200 -1.182 0.721
O -2.526 -1.319 1.818
C -1.111 -2.909 -1.084
O -0.879 -4.039 -1.133
C -3.500 -1.955 -1.513
O -4.419 -2.399 -2.047
H -1.632 2.348 0.017
H -2.201 4.663 -0.525
H -2.770 5.320 -2.866
H -2.807 3.544 -4.654
H -2.192 1.208 -4.112
H -1.373 -2.266 -4.265
H -0.653 -0.579 -4.627
H 1.190 -0.339 3.069
C 1.553 -0.615 2.092
C 1.476 -1.991 1.793
O 1.883 -2.574 0.764
O 0.785 -2.669 2.763
C 0.792 -4.129 2.771
C -0.193 -4.554 3.838
C 2.413 0.341 1.460
O 2.898 0.290 0.327
O 2.578 1.449 2.245
C 3.468 2.521 1.832
C 3.163 3.710 2.711
H 0.502 -4.520 1.787
H 1.800 -4.470 3.046
H -0.330 -5.638 3.789
H 0.215 -4.297 4.826
H -1.178 -4.083 3.713
H 4.496 2.189 2.013
H 3.315 2.759 0.775
H 3.741 4.573 2.374
H 2.106 3.999 2.683
H 3.451 3.490 3.746
*
```

Energy above the lowest of the compared OMol25 structures with the same formula, charge and spin (kcal/mol): 32.2
Frontier orbital gap (eV): 4.8377
E_LUMO (eV): 4.9364

=====

Computed, not measured: a structure of composition C22H18F5HgN4O5Se at a distorted geometry, with wB97M-V/def2-TZVPD.

```
! wB97M-V def2-TZVPD RIJCOSX def2/J DEFGRID3
* xyz -2 2
Hg -0.020 -0.778 -0.496
C -1.063 -0.019 2.935
C -1.423 1.320 2.286
N -1.582 1.159 0.862
C -1.505 2.387 0.112
C -0.077 2.866 0.061
C 0.260 4.181 -0.235
C 1.601 4.523 -0.289
C 2.555 3.552 -0.035
C 2.127 2.257 0.244
C 3.133 1.144 0.466
N 2.550 -0.132 0.792
C 2.587 -0.553 2.169
C 1.380 -0.026 2.953
N 0.163 -0.544 2.379
N 0.847 1.946 0.296
H -1.861 -0.728 2.721
H -0.994 0.122 4.030
H -0.602 2.024 2.448
H -2.332 1.731 2.771
H -2.404 0.614 0.636
H -2.153 3.191 0.515
H -1.818 2.177 -0.914
H -0.508 4.913 -0.438
H 1.903 5.535 -0.527
H 3.609 3.790 -0.068
H 3.847 1.474 1.247
H 3.689 1.061 -0.476
H 2.831 -0.866 0.157
H 3.513 -0.212 2.675
H 2.567 -1.645 2.194
H 1.367 1.066 2.891
H 1.493 -0.311 4.020
H 0.163 -1.557 2.410
O -1.902 -6.624 1.021
C -1.479 -5.472 1.080
C -0.056 -5.034 0.966
O 0.943 -5.710 1.227
C -0.108 -3.628 0.572
C -1.456 -3.146 0.738
O -1.819 -1.961 0.497
C -2.283 -4.230 1.271
O -3.372 -4.141 1.844
O 0.855 -2.901 0.186
F -2.757 -0.794 -5.717
C -2.046 -0.732 -4.559
C -1.215 -1.865 -4.177
F -1.054 -2.089 -2.812
C -0.381 -0.826 -4.750
F 0.056 -0.972 -6.036
C 0.139 0.405 -4.051
Se 1.106 0.375 -2.467
C -1.130 1.093 -4.229
F -1.276 1.862 -5.345
C -2.350 0.497 -3.718
F -2.256 0.228 -2.329
*
```

Energy above the lowest of the compared OMol25 structures with the same formula, charge and spin (kcal/mol): 90.2
Expectation value of S²: 0.780
Frontier orbital gap (spin up / spin down) (eV): 5.7106 / 5.7123
E_LUMO (spin up / spin down) (eV): 4.0802 / 4.0623

=====

Computed, not measured: a structure of composition C22H18F5InN6O5STe, with wB97M-V/def2-TZVPD.

```
! wB97M-V def2-TZVPD RIJCOSX def2/J DEFGRID3
* xyz 0 1
In 1.410 -1.953 -0.386
N -1.640 -3.456 -0.608
C -1.240 -3.296 0.710
C -1.888 -4.089 1.665
C -1.558 -3.943 2.988
C -0.604 -2.997 3.359
C -0.006 -2.272 2.365
N -0.310 -2.412 1.059
C -1.268 -2.899 -1.818
C -1.989 -3.304 -2.950
C -1.674 -2.766 -4.173
C -0.650 -1.824 -4.269
C 0.016 -1.487 -3.121
N -0.288 -2.003 -1.913
H -2.292 -4.214 -0.720
H -2.622 -4.819 1.350
H -2.034 -4.565 3.734
H -0.309 -2.858 4.388
H 0.779 -1.560 2.588
H -2.777 -4.038 -2.851
H -2.218 -3.079 -5.054
H -0.362 -1.389 -5.214
H 0.856 -0.804 -3.138
O 5.255 -1.540 -1.559
S 4.011 -2.083 -1.120
O 3.333 -1.155 -0.075
O 2.930 -2.159 -2.154
O 4.162 -3.417 -0.466
F 1.674 -6.610 -0.154
Te 2.466 -4.936 0.181
F 3.844 -5.509 1.251
F 3.456 -5.574 -1.272
F 2.451 -3.223 1.275
F 1.365 -5.226 1.711
O 1.236 -4.026 -0.820
N 0.335 5.322 0.656
C -0.459 6.429 0.870
C -0.165 7.780 1.035
C -1.239 8.621 1.237
C -2.560 8.139 1.273
C -2.842 6.801 1.108
C -1.768 5.932 0.902
N -1.762 4.564 0.712
C -0.506 4.244 0.567
C -0.044 2.871 0.344
C 1.299 2.525 0.260
C 1.651 1.203 0.055
N 0.734 0.235 -0.066
C -0.561 0.567 0.012
C -0.991 1.857 0.214
H 1.334 5.318 0.561
H 0.850 8.154 1.008
H -1.062 9.680 1.371
H -3.368 8.840 1.436
H -3.855 6.424 1.136
H 2.091 3.255 0.354
H 2.682 0.879 -0.020
H -1.267 -0.247 -0.091
H -2.043 2.093 0.275
*
```

Energy above the lowest of the compared OMol25 structures with the same formula, charge and spin (kcal/mol): 40.2
Frontier orbital gap (eV): 8.1382
E_LUMO (eV): -1.1147

=====

Computed, not measured: a structure of composition C22H18InN6O2SSbSe4, with wB97M-V/def2-TZVPD.

```
! wB97M-V def2-TZVPD RIJCOSX def2/J DEFGRID3
* xyz -2 1
In 0.338 1.170 0.000
O -1.717 -0.718 -3.529
C -1.182 -0.555 -2.414
N -0.397 0.445 -2.036
C 0.087 1.286 -3.108
C -0.136 2.747 -2.841
C -0.183 3.688 -3.866
C -0.333 5.023 -3.544
C -0.434 5.387 -2.208
C -0.384 4.391 -1.249
N -0.240 3.103 -1.564
C -1.399 -1.654 -1.388
C -2.404 -2.592 -1.602
C -2.529 -3.647 -0.716
C -1.636 -3.747 0.342
C -0.675 -2.759 0.475
N -0.563 -1.727 -0.357
H -0.366 1.008 -4.061
H 1.176 1.151 -3.184
H -0.103 3.359 -4.895
H -0.373 5.775 -4.324
H -0.551 6.420 -1.909
H -0.461 4.591 -0.187
H -3.040 -2.474 -2.468
H -3.301 -4.395 -0.857
H -1.668 -4.568 1.047
H 0.040 -2.796 1.291
Se 1.204 -5.059 4.880
Sb 2.223 -5.038 2.694
Se 2.776 1.122 -0.088
Se 0.781 -6.518 1.089
Se 2.682 -7.531 2.099
C -4.341 1.118 -0.021
C -4.705 0.476 1.150
C -3.721 -0.024 1.985
C -2.387 0.132 1.622
N -2.050 0.754 0.494
C -2.991 1.234 -0.307
C -1.263 -0.400 2.447
C -1.459 -1.210 3.557
C -0.351 -1.732 4.206
C 0.914 -1.404 3.752
C 1.029 -0.572 2.648
N -0.040 -0.102 2.015
H -5.078 1.518 -0.703
H -5.749 0.362 1.416
H -3.991 -0.525 2.902
H -2.635 1.715 -1.210
H -2.453 -1.475 3.889
H -0.462 -2.425 5.030
H 1.791 -1.825 4.224
H 1.982 -0.279 2.211
O -0.888 4.366 3.372
S -0.313 3.133 2.801
N -0.432 2.887 1.357
*
```

Energy above the lowest of the compared OMol25 structures with the same formula, charge and spin (kcal/mol): 8.5
Frontier orbital gap (eV): 5.4147
E_LUMO (eV): 3.9159

=====

Computed, not measured: the ion C22H18N5 with charge -1 at a distorted geometry, with wB97M-V/def2-TZVPD.

```
! wB97M-V def2-TZVPD RIJCOSX def2/J DEFGRID3
* xyz -1 1
C 1.016 0.474 -5.145
N 1.527 -0.045 -3.904
C 2.920 -0.383 -3.934
C 0.713 -0.367 -2.839
C 0.515 -1.699 -2.416
C -0.383 -1.984 -1.389
C -0.825 -0.936 -0.531
C -1.499 -1.114 0.901
C -2.140 -2.486 1.029
C -3.443 -2.653 1.476
N -4.542 -2.791 1.863
C -1.423 -3.665 0.799
N -0.909 -4.696 0.572
C -0.675 0.370 -1.003
C 0.095 0.661 -2.109
H -0.090 0.545 -5.116
H 1.430 1.483 -5.330
H 1.309 -0.199 -5.986
H 3.265 -0.770 -2.970
H 3.173 -1.119 -4.711
H 3.538 0.505 -4.157
H 1.021 -2.507 -2.959
H -0.669 -3.050 -1.288
H -2.213 -0.275 1.054
H -1.190 1.133 -0.409
H 0.231 1.690 -2.376
C -1.591 -0.973 3.398
C -0.733 -0.680 2.147
C 0.409 -1.568 2.125
N 1.190 -2.435 2.016
C -0.208 0.844 2.345
C -1.009 1.856 2.907
C -0.573 3.181 2.980
C 0.729 3.509 2.582
C 1.164 4.889 2.600
N 1.534 6.002 2.623
C 1.552 2.513 2.050
C 1.096 1.184 1.979
H -2.463 -0.311 3.540
H -1.993 -1.977 3.275
H -0.992 -0.951 4.318
H -2.001 1.626 3.282
H -1.227 3.958 3.370
H 2.564 2.783 1.726
H 1.798 0.429 1.617
*
```

Frontier orbital gap (eV): 6.0544
E_LUMO (eV): 2.2139

=====

Computed, not measured: a structure of composition C22H19AuN4O4 at a distorted geometry, with wB97M-V/def2-TZVPD.

```
! wB97M-V def2-TZVPD RIJCOSX def2/J DEFGRID3
* xyz 2 3
Au 0.674 0.394 -0.460
O -4.981 0.550 4.414
C -3.798 0.720 4.979
O -3.651 0.770 6.166
C -2.588 0.811 4.068
C -2.652 0.949 2.684
C -1.495 0.926 1.931
C -0.244 0.777 2.540
C -0.182 0.675 3.937
C -1.340 0.703 4.685
N 0.867 0.714 1.712
C 2.082 0.889 2.083
C 3.159 0.849 1.123
C 4.500 0.796 1.503
C 5.478 0.809 0.518
C 5.090 0.894 -0.811
C 3.732 0.909 -1.113
N 2.807 0.883 -0.174
H -4.997 0.529 3.448
H -3.593 1.083 2.168
H -1.546 1.036 0.858
H 0.765 0.544 4.435
H -1.304 0.621 5.763
H 2.352 1.106 3.116
H 4.767 0.735 2.546
H 6.523 0.763 0.787
H 5.819 0.946 -1.604
H 3.374 0.951 -2.132
O 0.649 0.403 -2.634
C 0.031 -0.302 -3.481
C 0.230 0.024 -4.867
C -0.331 -0.703 -5.872
C -1.154 -1.800 -5.567
C -1.409 -2.132 -4.251
C -0.847 -1.424 -3.185
C -1.129 -1.826 -1.836
N -0.784 -1.204 -0.705
C -1.226 -1.953 0.329
C -1.866 -3.060 -0.162
N -1.802 -2.963 -1.509
H 0.859 0.875 -5.076
H -0.159 -0.429 -6.902
H -1.603 -2.371 -6.364
H -2.095 -2.941 -4.058
H -1.068 -1.653 1.344
H -2.309 -3.891 0.349
H -2.194 -3.642 -2.146
O -0.555 2.534 -0.748
H -0.391 3.287 -0.170
H -0.461 2.845 -1.655
*
```

Expectation value of S²: 2.047
Frontier orbital gap (spin up / spin down) (eV): 7.4915 / 5.7808
E_LUMO (spin up / spin down) (eV): -7.0204 / -8.7684